Record 1
{"formula": "C5H30N10O10", "method": "the ωB97M-V functional and the def2-TZVPD basis", "e_lumo_ev": 0.177, "relative_energy_ev": 1.944, "energy_ha": -1508.6476, "species": ["N", "C", "N", "O", "H", "H", "H", "H", "N", "C", "N", "O", "H", "H", "H", "H", "N", "C", "N", "O", "H", "H", "H", "H", "N", "C", "N", "O", "H", "H", "H", "H", "N", "C", "N", "O", "H", "H", "H", "H", "O", "H", "H", "O", "H", "H", "O", "H", "H", "O", "H", "H", "O", "H", "H"], "positions_angstrom": [[1.179, 1.473, 1.980], [1.482, 0.670, 2.999], [2.497, 1.182, 3.793], [0.794, -0.288, 3.358], [0.559, 1.157, 1.257], [1.682, 2.272, 1.694], [3.072, 1.822, 3.322], [2.698, 0.828, 4.685], [2.658, -1.380, 1.165], [2.730, -1.165, -0.164], [3.845, -0.382, -0.386], [1.910, -1.466, -1.007], [2.571, -2.324, 1.585], [3.303, -0.779, 1.679], [4.681, -0.647, 0.139], [4.111, -0.316, -1.356], [-1.960, -1.149, 4.665], [-2.886, -0.546, 3.850], [-2.215, 0.264, 2.996], [-4.096, -0.785, 3.786], [-1.000, -0.967, 4.490], [-2.145, -1.984, 5.183], [-2.614, 0.496, 2.122], [-1.218, 0.111, 3.006], [1.225, 4.346, -2.260], [1.745, 3.114, -1.878], [0.633, 2.506, -1.254], [2.874, 2.659, -2.037], [1.790, 4.786, -2.948], [1.131, 4.986, -1.515], [-0.269, 2.977, -1.073], [0.894, 1.699, -0.691], [-1.771, -1.158, -4.349], [-0.755, -0.179, -4.535], [-0.638, 0.620, -3.367], [0.051, -0.279, -5.457], [-2.628, -1.068, -3.782], [-1.846, -1.883, -5.060], [-0.200, 1.522, -3.361], [-1.139, 0.168, -2.602], [-2.032, 2.650, -0.279], [-2.404, 2.002, -0.924], [-2.393, 3.469, -0.641], [0.271, -3.248, -2.418], [-0.105, -3.252, -3.306], [0.995, -2.607, -2.484], [-2.960, -3.326, 1.402], [-3.033, -4.268, 1.383], [-3.156, -3.050, 2.325], [-0.433, -0.271, -0.044], [-1.214, -0.862, -0.117], [0.293, -0.828, -0.396], [-2.372, -2.100, -1.133], [-1.624, -2.502, -1.620], [-2.571, -2.718, -0.424]], "nbo_charge": [-0.8353, 0.7882, -0.8482, -0.7047, 0.4324, 0.3891, 0.3787, 0.4081, -0.8407, 0.7932, -0.8343, -0.6733, 0.4167, 0.3806, 0.3770, 0.4019, -0.8596, 0.7710, -0.8450, -0.6783, 0.4035, 0.3911, 0.3983, 0.4023, -0.8801, 0.7775, -0.8776, -0.6212, 0.3774, 0.3809, 0.4317, 0.3919, -0.9009, 0.7821, -0.8809, -0.6349, 0.4044, 0.3955, 0.4216, 0.4076, -0.9327, 0.4834, 0.4706, -0.9644, 0.4705, 0.5006, -0.9658, 0.4730, 0.5010, -1.0290, 0.5060, 0.4973, -0.9975, 0.4974, 0.5019]}

Record 2
{"formula": "C5H30N3O8", "method": "the ωB97M-V functional and the def2-TZVPD basis", "total_charge": 1, "e_lumo_ev": -2.604, "relative_energy_ev": 2.915, "energy_ha": -974.4168, "species": ["C", "C", "C", "C", "C", "N", "N", "N", "H", "H", "H", "H", "H", "H", "H", "H", "H", "H", "H", "H", "H", "H", "H", "H", "O", "H", "H", "O", "H", "H", "O", "H", "H", "O", "H", "H", "O", "H", "H", "O", "H", "H", "O", "H", "H", "O"], "positions_angstrom": [[-1.729, -2.255, 2.147], [-1.059, -1.980, 0.843], [0.557, -2.251, 1.119], [1.409, -1.032, 1.180], [1.729, -0.530, 2.387], [2.435, 0.621, 2.778], [1.894, -0.557, -0.055], [-0.968, -0.580, 0.458], [-2.838, -2.425, 2.192], [-1.639, -1.347, 2.815], [-1.356, -3.117, 2.724], [-1.438, -2.700, 0.079], [0.650, -2.715, 2.092], [0.960, -2.923, 0.377], [1.103, -0.897, 3.225], [2.807, 0.490, 3.698], [3.167, 0.942, 2.159], [1.814, -1.115, -0.886], [2.569, 0.185, 0.050], [-0.391, -0.469, -0.417], [-1.893, -0.151, 0.265], [-0.443, 0.059, 1.085], [-0.525, 2.130, -1.288], [0.830, 2.328, -2.061], [0.231, 1.675, -1.679], [-3.554, 1.397, 0.688], [-4.286, 0.570, -0.188], [-3.349, 0.748, -0.014], [-0.641, 3.858, 0.263], [-1.612, 4.482, 1.399], [-0.751, 4.128, 1.173], [-2.115, -1.952, -4.002], [-1.781, -0.598, -4.185], [-1.817, -1.219, -3.440], [3.398, 2.426, -0.836], [3.350, 1.495, -1.875], [2.736, 2.174, -1.521], [1.480, -2.406, -3.510], [0.234, -2.113, -2.906], [1.171, -1.935, -2.705], [-0.595, 2.373, 2.994], [-0.456, 0.978, 3.015], [-1.177, 1.609, 3.189], [0.103, 1.340, -4.621], [0.980, 0.587, -3.631], [0.804, 0.674, -4.575]], "nbo_charge": [-0.6546, -0.0690, -0.4278, 0.0453, -0.0939, -0.8262, -0.8614, -0.7280, 0.2379, 0.2216, 0.2467, 0.2398, 0.2351, 0.2330, 0.1910, 0.3889, 0.3673, 0.4283, 0.3846, 0.4663, 0.4657, 0.4502, 0.4645, 0.5055, -0.9701, 0.4923, 0.4977, -0.9531, 0.4737, 0.4892, -0.9610, 0.4716, 0.4821, -0.9489, 0.4751, 0.4750, -0.9427, 0.4866, 0.4880, -0.9690, 0.4881, 0.4526, -0.9382, 0.4648, 0.4816, -0.9462]}

Record 3
{"formula": "C5H31N2O10", "method": "the ωB97M-V functional and the def2-TZVPD basis", "total_charge": -1, "e_lumo_ev": 2.702, "relative_energy_ev": 2.756, "energy_ha": -1070.9871, "species": ["N", "C", "C", "N", "C", "C", "C", "O", "H", "H", "H", "H", "H", "H", "H", "H", "H", "H", "H", "H", "H", "H", "H", "O", "H", "H", "O", "H", "H", "O", "H", "H", "O", "H", "H", "O", "H", "H", "O", "H", "H", "O", "H", "H", "O", "H", "H", "O"], "positions_angstrom": [[-2.459, 0.954, -3.463], [-2.698, -0.369, -2.717], [-2.290, 0.056, -1.193], [-0.871, 0.253, -1.240], [-0.092, -1.001, -1.213], [-0.445, 1.141, -0.100], [1.063, 1.107, 0.313], [1.446, 0.163, 1.264], [-3.203, 1.596, -3.278], [-1.562, 1.358, -3.253], [-2.055, -1.108, -3.168], [-3.758, -0.519, -2.864], [-2.630, -0.752, -0.538], [-2.920, 0.919, -1.076], [-0.546, -1.747, -1.873], [0.229, -1.330, -0.244], [0.846, -0.876, -1.788], [-0.675, 2.154, -0.400], [-0.951, 0.820, 0.807], [1.473, 2.143, 0.435], [1.766, 1.047, -0.506], [3.554, -2.837, -1.439], [2.796, -2.736, -0.199], [2.746, -3.202, -1.051], [0.989, 2.407, -2.808], [2.075, 3.214, -2.509], [1.293, 2.901, -2.031], [1.189, 0.840, 4.389], [1.493, 0.756, 2.919], [1.821, 1.189, 3.740], [-1.287, -0.539, 2.293], [-2.448, -0.437, 3.397], [-1.917, 0.156, 2.856], [-2.695, -2.424, 2.212], [-1.661, -2.450, 1.114], [-2.458, -2.942, 1.440], [-0.016, 2.522, 3.774], [-1.142, 1.540, 3.992], [-0.427, 1.997, 4.467], [-0.044, -2.113, 2.508], [0.615, -0.620, 1.537], [-0.350, -1.477, 1.856], [2.841, -1.457, 0.602], [3.376, -0.291, 1.095], [3.734, -1.087, 0.627], [1.351, 0.118, -3.161], [2.638, 0.505, -2.319], [2.264, 0.456, -3.204]], "nbo_charge": [-0.8743, -0.2145, -0.2241, -0.4924, -0.4390, -0.2597, -0.0857, -0.8822, 0.3408, 0.3631, 0.1866, 0.1838, 0.1834, 0.1969, 0.1999, 0.2242, 0.1736, 0.2046, 0.2013, 0.1834, 0.1507, 0.4685, 0.4589, -0.9298, 0.4733, 0.4611, -0.9315, 0.4770, 0.4908, -1.0029, 0.5021, 0.4452, -1.0593, 0.4524, 0.5051, -0.9813, 0.4761, 0.5004, -0.9861, 0.4740, 0.5134, -1.1202, 0.4494, 0.5071, -0.9670, 0.4831, 0.4870, -0.9673]}

Record 4
{"formula": "C5H31N2O10", "method": "the ωB97M-V functional and the def2-TZVPD basis", "total_charge": 1, "e_lumo_ev": -2.532, "relative_energy_ev": 0.000, "energy_ha": -1070.8997, "species": ["N", "C", "C", "N", "C", "C", "C", "O", "H", "H", "H", "H", "H", "H", "H", "H", "H", "H", "H", "H", "H", "H", "H", "O", "H", "H", "O", "H", "H", "O", "H", "H", "O", "H", "H", "O", "H", "H", "O", "H", "H", "O", "H", "H", "O", "H", "H", "O"], "positions_angstrom": [[-2.318, -1.886, -0.228], [-0.889, -2.220, 0.087], [0.008, -1.345, -0.793], [1.223, -1.004, -0.375], [1.384, -0.245, 1.959], [1.811, -1.321, 0.962], [3.331, -1.353, 0.805], [-0.442, -0.978, -1.882], [-2.433, -0.785, -0.229], [-2.591, -2.235, -1.193], [-2.929, -2.326, 0.458], [-0.673, -3.247, -0.149], [-0.678, -2.070, 1.151], [1.837, -0.395, -0.949], [0.295, -0.165, 2.091], [1.726, 0.776, 1.673], [1.811, -0.440, 2.964], [1.437, -2.310, 1.257], [3.781, -1.613, 1.791], [3.731, -0.381, 0.476], [3.700, -2.120, 0.142], [-0.103, -4.126, 2.999], [0.412, -4.877, 1.800], [-0.025, -4.088, 2.026], [-2.455, 3.185, -1.903], [-1.318, 3.130, -0.746], [-1.805, 2.620, -1.495], [-2.679, -2.739, -3.601], [-1.494, -2.143, -2.843], [-2.217, -2.786, -2.794], [-0.093, 0.718, -2.896], [-0.557, 2.152, -2.563], [0.136, 1.646, -3.084], [-1.242, 1.783, 3.091], [-2.531, 2.571, 2.749], [-1.818, 2.059, 2.348], [-0.989, 3.209, 1.272], [0.316, 3.549, 0.512], [-0.659, 3.732, 0.534], [2.501, 3.849, 0.491], [2.185, 2.591, -0.378], [1.956, 3.094, 0.436], [-2.461, 1.342, -0.545], [-2.457, 1.088, 1.007], [-2.753, 0.712, 0.174], [3.097, 1.919, -2.437], [1.534, 1.765, -2.355], [2.396, 1.709, -1.819]], "nbo_charge": [-0.7427, -0.3200, 0.6820, -0.5866, -0.6346, -0.0635, -0.6229, -0.7211, 0.4798, 0.4722, 0.4205, 0.2542, 0.2453, 0.4467, 0.1899, 0.2436, 0.2243, 0.2222, 0.2286, 0.2221, 0.2274, 0.4871, 0.4827, -0.9609, 0.4970, 0.5191, -1.0186, 0.4916, 0.5087, -0.9716, 0.4995, 0.5086, -0.9816, 0.5062, 0.5060, -0.9660, 0.4897, 0.5129, -0.9855, 0.4839, 0.5160, -0.9942, 0.5214, 0.5042, -0.9988, 0.4887, 0.5125, -1.0260]}